{"formula": "C40H34BrCl52F8N4O3P", "method": "wB97M-V/def2-TZVPD", "gap_ev": 7.91, "e_lumo_ev": -0.91, "e_tot_ev": -806366.4993, "de_lowest_kj_mol": 0.0, "largest_force_ev_per_a": 2.70, "species": ["Br", "Cl", "Cl", "Cl", "Cl", "Cl", "Cl", "Cl", "Cl", "Cl", "Cl", "Cl", "Cl", "Cl", "Cl", "Cl", "Cl", "Cl", "Cl", "Cl", "Cl", "Cl", "Cl", "Cl", "Cl", "Cl", "Cl", "Cl", "Cl", "Cl", "Cl", "Cl", "Cl", "Cl", "Cl", "Cl", "Cl", "Cl", "Cl", "Cl", "Cl", "Cl", "Cl", "Cl", "Cl", "Cl", "Cl", "Cl", "Cl", "Cl", "Cl", "Cl", "Cl", "P", "F", "F", "F", "F", "F", "F", "F", "F", "O", "O", "O", "N", "N", "N", "N", "C", "C", "C", "C", "C", "C", "C", "C", "C", "C", "C", "C", "C", "C", "C", "C", "C", "C", "C", "C", "C", "C", "C", "C", "C", "C", "C", "C", "C", "C", "C", "C", "C", "C", "C", "C", "C", "C", "C", "C", "H", "H", "H", "H", "H", "H", "H", "H", "H", "H", "H", "H", "H", "H", "H", "H", "H", "H", "H", "H", "H", "H", "H", "H", "H", "H", "H", "H", "H", "H", "H", "H", "H", "H"], "xyz": [[3.23312, 1.47892, 3.36836], [-8.99377, -10.02453, -8.23858], [-5.39435, 4.55690, -0.85576], [5.94594, 3.74195, -6.23086], [-4.18739, 12.61781, 1.77236], [5.03909, 1.14867, -7.11004], [4.91628, 4.22381, 12.64696], [3.49697, 6.68627, 12.18110], [-3.64738, 4.22843, 1.41693], [-5.35638, 7.09060, 2.31078], [-0.01381, 1.91294, 1.90259], [7.49564, 1.68589, -1.89204], [-7.84727, 5.76092, -2.32183], [4.73721, 4.31933, 5.72258], [-6.22040, 14.55152, 2.43973], [6.75265, 3.47102, 7.60422], [5.01525, 1.52697, 6.36866], [-7.53155, 8.31345, -1.02106], [3.96405, 3.35932, 8.32801], [0.68098, 8.00688, 8.45125], [13.41672, -1.17530, -2.53401], [-6.86450, 11.74108, 2.38470], [1.05532, 5.65590, 6.82139], [-4.47646, -7.03308, -6.77592], [3.30540, 6.84387, 8.17859], [-3.23885, -4.89707, -8.26492], [9.34068, 0.81474, 0.13124], [3.58687, 5.56085, 14.82971], [-8.65937, 8.17566, -3.67344], [5.16633, 1.75563, -4.29749], [0.76083, 2.04066, 4.68209], [-4.80569, -4.30241, -5.91928], [-2.49640, 4.42129, -1.14833], [-5.85879, 7.62134, -3.26373], [-8.14545, -7.40043, -7.39933], [1.28168, 5.47099, 9.69052], [-4.36500, 9.25670, 3.92270], [6.53985, 0.84068, 0.75523], [-6.29756, -9.61491, -7.30582], [2.03703, 4.25715, 12.77822], [-8.49922, -9.49303, -5.44851], [-5.17788, 12.79394, 4.47404], [-2.97821, 6.72708, 3.92365], [-2.90476, 8.41434, 1.58547], [13.21638, -3.40020, -0.71029], [-3.99158, 2.05973, -0.47093], [13.10803, -0.69825, 0.29378], [10.90821, -1.75180, -1.23600], [-1.56050, 0.53611, 3.89827], [-1.61166, 3.40740, 3.77666], [7.59942, 1.41687, -5.80597], [7.56808, -1.08267, -1.13502], [-2.23971, -5.59913, -5.65343], [4.27178, -0.29046, 2.44407], [2.05004, -7.66052, -1.41395], [0.17319, -5.65198, -0.84366], [0.19657, -7.75825, -2.53631], [2.04498, -7.94680, -3.53756], [1.25774, -5.62634, -4.07099], [-0.68617, -5.04125, -2.67927], [3.41695, 1.59291, 0.29025], [2.75228, -5.38004, -2.57097], [-3.88192, -6.58011, 1.60449], [4.01833, -1.54696, 3.42132], [-4.51424, -4.48706, 1.06862], [1.23894, -4.62281, 1.47177], [2.25738, 0.27696, -1.02424], [2.87316, -1.81538, 0.72160], [1.55133, 4.37431, -0.65606], [-7.98632, -9.13217, -7.09780], [-3.89989, 3.81605, -0.27314], [7.72557, 0.57776, -0.53884], [-4.51738, -3.59387, -1.13858], [0.98761, -1.25865, -2.30654], [1.52033, -5.81212, -2.76548], [0.93074, -3.57347, -1.69845], [2.11965, -2.02746, -0.39274], [5.11776, 3.16718, 7.00696], [1.69225, -3.32039, -0.63993], [2.16614, -4.36075, 0.35064], [3.50944, 5.18548, 13.10643], [-3.69515, -3.53133, -2.40682], [0.18298, -3.64643, 1.68855], [-1.76296, -2.69980, -3.66141], [-0.60938, 1.97297, 3.56998], [3.27483, -0.61872, 0.92155], [-3.60094, -5.15122, 4.22892], [-4.14823, -4.79578, -0.29604], [-3.90296, 7.87141, 2.93497], [1.79899, -0.99298, -1.21993], [2.96552, 0.39053, 0.00941], [0.59558, -2.50850, -2.55541], [-0.36012, 0.90559, -2.41837], [12.66100, -1.75825, -1.04814], [-0.21844, -2.72234, -3.80898], [1.43700, -7.33842, -2.53248], [-3.69014, -5.45980, -6.65383], [-4.55301, -5.10347, 3.31633], [0.44672, -4.97858, -1.97251], [0.55843, -0.10474, -3.17717], [-0.31137, 2.25932, -3.14773], [-2.34238, -2.81382, -2.25417], [0.82684, 3.22199, -2.79397], [0.56255, 4.31957, -1.71645], [5.93925, 2.01559, -5.86130], [-5.61260, 12.92699, 2.76611], [1.57914, 6.49550, 8.28405], [-7.47503, 7.47109, -2.57173], [-4.27742, -5.47452, 1.91474], [0.03086, -3.70725, -4.16016], [-1.37102, 0.53802, -2.56067], [-5.55536, -3.71063, -1.42311], [-2.55877, -1.83128, -1.85111], [0.56797, 5.27721, -2.22503], [-0.01432, -0.43208, -4.02292], [-2.85743, -5.93025, 4.28104], [-0.40769, 4.23553, -1.23746], [-4.44214, -2.70419, -0.52671], [1.72320, 2.69032, -2.52700], [-2.12765, -1.76679, -4.07984], [-0.61434, -3.67610, 0.94541], [1.44729, 0.43199, -3.47614], [-0.10141, 0.96687, -1.37281], [3.13330, -4.09536, 0.74143], [-3.43499, -4.56150, -2.64835], [0.80276, -5.52178, 1.36164], [-3.57166, -4.41527, 5.01114], [2.27116, -5.28623, -0.18730], [3.06428, -1.68927, 3.52538], [-4.71512, -5.67366, -0.56138], [1.41318, 3.65899, 0.03794], [-4.24233, -3.15932, -3.26153], [-5.54317, -4.82340, 3.63424], [-3.09639, -5.05278, -0.33944], [-2.15108, -3.48990, -4.28909], [2.49343, 4.36374, -1.00899], [-0.14807, 2.00122, -4.19111], [-1.76032, -3.42006, -1.58022], [0.55978, -2.64471, 1.81772], [0.11718, -2.08344, -4.60203], [-0.29941, -3.89951, 2.62640], [1.04329, 3.75613, -3.71167], [-1.26788, 2.74796, -3.12306]], "atomic_forces_ev_per_a": [[0.7, -0.8, -0.8], [0.0, 0.0, 0.0], [0.3, -0.1, 0.0], [0.0, 0.0, 0.0], [0.0, 0.0, 0.0], [0.0, 0.0, 0.0], [0.0, 0.0, 0.0], [0.0, 0.0, 0.0], [-0.2, -0.2, 0.1], [-0.1, 0.0, 0.0], [-0.1, 0.0, -0.1], [-0.1, 0.0, 0.2], [-0.2, 0.0, -0.1], [0.0, 0.0, 0.0], [0.0, 0.0, 0.0], [0.0, 0.0, 0.0], [0.1, 0.0, 0.1], [0.0, 0.0, 0.0], [0.0, -0.1, 0.1], [0.0, 0.0, 0.0], [0.0, 0.0, 0.0], [0.0, 0.0, 0.0], [0.0, 0.0, 0.0], [0.0, 0.1, 0.0], [0.0, 0.1, 0.0], [0.0, 0.0, 0.0], [0.0, 0.1, 0.1], [0.0, 0.0, 0.0], [0.0, 0.0, 0.0], [-0.1, 0.0, 0.0], [-1.2, 0.3, 0.6], [0.0, 0.0, 0.0], [-0.8, 0.1, -0.2], [0.0, 0.0, 0.0], [0.0, 0.0, 0.0], [-0.1, 0.0, 0.0], [0.0, 0.0, 0.0], [0.4, 0.0, -0.6], [0.0, -0.1, 0.0], [0.0, 0.0, 0.0], [0.0, 0.0, 0.0], [0.0, 0.0, 0.0], [0.0, 0.0, 0.0], [0.0, 0.0, 0.0], [0.0, 0.0, 0.0], [0.0, 0.0, 0.0], [0.0, 0.0, 0.0], [0.1, -0.2, -0.1], [-0.1, -0.2, 0.0], [0.1, 0.0, 0.2], [0.0, 0.0, 0.0], [-0.1, -0.1, 0.0], [0.0, -0.2, -0.1], [1.9, 0.6, 0.0], [0.1, -0.3, 0.8], [-0.2, -0.3, 0.8], [-1.0, -0.2, 0.4], [0.6, -0.4, -0.5], [-0.2, 0.1, -0.7], [-0.6, -0.2, -0.4], [0.5, 0.9, 0.1], [0.9, 0.1, 0.6], [0.2, 0.6, -0.4], [-1.1, 0.4, -0.3], [0.2, 0.2, -0.1], [0.3, 0.6, 0.1], [-0.4, -0.4, -0.6], [-0.3, -0.6, 0.1], [-0.3, 0.6, 0.3], [0.0, 0.0, 0.0], [0.0, 0.1, 0.1], [0.2, 0.2, 0.1], [-0.4, -0.3, -0.1], [-0.4, 2.0, -1.0], [-1.2, -0.1, -0.5], [-1.3, -0.3, -1.2], [1.0, 0.0, 1.1], [0.0, 0.0, 0.0], [1.2, -1.3, 2.1], [-0.8, -0.6, 0.1], [0.0, 0.0, 0.0], [0.8, -0.4, 0.5], [-0.2, -0.7, 0.5], [0.9, 0.7, 0.2], [0.2, 0.2, 0.1], [0.1, 0.1, 1.9], [0.5, -0.2, 0.7], [-0.4, 0.3, 0.3], [0.0, 0.0, 0.0], [-0.1, 0.8, -0.7], [0.2, 1.1, 0.1], [-1.4, -1.1, -1.6], [0.2, 0.1, -1.2], [0.0, 0.0, 0.0], [-0.2, -1.3, 0.2], [0.6, 0.5, -0.6], [0.0, 0.0, 0.0], [-0.5, 0.3, 0.0], [1.1, -0.1, -0.3], [-0.1, 0.6, 1.5], [0.7, -0.5, 0.0], [-1.4, -0.2, -0.9], [-0.8, 0.7, 0.1], [0.5, -0.6, -0.2], [0.0, 0.0, 0.0], [0.0, 0.0, 0.0], [0.0, 0.0, 0.0], [0.0, 0.0, 0.0], [-0.4, -2.4, 0.6], [0.1, -0.3, -0.3], [-0.3, -0.2, 0.5], [-0.4, 0.2, 0.1], [0.4, 0.3, 0.4], [-0.1, 0.3, -0.1], [0.2, 0.1, -0.4], [1.0, 0.5, -0.9], [0.5, -0.3, -0.1], [0.1, 0.4, 0.1], [0.4, -0.4, 0.2], [-0.2, 0.2, -0.2], [-0.1, 0.3, -0.4], [0.3, 0.2, -0.4], [-0.1, 0.1, 0.4], [0.3, 0.2, 0.0], [-0.1, -0.3, -0.4], [0.1, -0.2, -0.1], [-0.7, -0.5, 1.0], [0.4, -0.4, 0.0], [0.0, -0.5, 0.2], [0.0, -0.4, -0.4], [0.2, -0.2, 0.0], [-0.2, 0.3, -0.1], [-0.1, 1.4, -0.6], [0.3, 0.1, 0.1], [-0.1, -0.1, 0.0], [0.2, -0.2, 0.1], [-0.2, 0.0, -0.3], [0.4, 0.2, 0.4], [0.2, 0.3, -0.2], [0.1, 0.3, -0.2], [-0.1, 0.0, 0.3], [0.3, 0.1, -0.3], [-0.5, 0.4, 0.2]], "mulliken_charge": [0.11, -0.10, 0.03, -0.10, -0.07, -0.11, -0.09, -0.06, 0.04, -0.08, 0.00, -0.05, -0.11, -0.09, -0.11, -0.10, -0.07, -0.07, -0.03, -0.11, -0.10, -0.07, 0.00, -0.03, -0.07, -0.10, -0.09, -0.10, -0.11, 0.03, -0.09, -0.11, -0.19, -0.08, -0.08, -0.03, -0.05, -0.03, -0.11, -0.11, -0.09, -0.10, -0.05, -0.10, -0.10, -0.07, -0.11, -0.01, -0.09, -0.01, -0.10, -0.15, -0.01, 0.21, -0.25, -0.40, -0.22, -0.28, -0.31, -0.05, -0.41, -0.27, -0.56, -0.45, -0.30, -0.28, 0.15, -0.45, -0.62, 0.37, 0.13, 0.21, -0.97, 0.25, 0.66, 0.83, -0.11, 0.28, 0.38, -1.38, 0.35, -0.71, -0.51, -0.04, 0.07, 0.55, -0.71, -0.17, 0.28, 0.14, -0.13, 0.64, 0.31, 0.31, -2.29, 0.55, 0.24, -0.45, 0.07, -1.50, -1.49, 0.84, -0.26, 0.14, 0.28, 0.33, 0.19, 0.35, 0.76, 0.08, -0.01, 0.28, 0.78, 0.35, 0.58, 0.30, -0.50, 0.47, 0.17, 0.39, -0.09, 0.75, 0.27, 0.43, 0.35, 0.45, 0.28, 0.37, 0.32, 0.34, 0.15, 0.31, 0.37, 0.08, -0.53, 0.29, 0.35, -0.95, 0.14, 1.16, 0.48, 0.45, 0.71]}